The following is a DFT calculation (wB97M-V/def2-TZVPD) of the ion C6H11N with charge +1 in a non-equilibrium geometry.

Geometry as XYZ:
```
18
Properties=species:S:1:pos:R:3:forces:R:3:lowdin_charge:R:1
C 0.469 0.691 -2.061 -1.62 0.61 2.00 0.0157
N -1.686 -0.487 -0.271 2.43 -0.10 -0.11 0.1791
C -0.351 -0.339 0.105 -0.69 -1.79 1.99 -0.2308
C 0.423 0.610 -0.512 1.51 0.94 -2.82 -0.1790
C 1.278 1.556 0.246 -0.11 -0.83 2.15 -0.0104
C -0.738 -2.065 1.766 -0.82 0.30 0.22 0.1068
C 0.137 -1.202 1.220 -1.14 0.43 0.17 -0.0521
H 0.075 -0.216 -2.503 0.49 -0.27 -0.25 0.0888
H 1.477 0.981 -2.322 0.06 -0.11 -0.42 0.0986
H -0.256 1.476 -2.338 0.50 0.14 -0.21 0.1119
H -2.248 -0.219 0.527 -0.84 -0.19 -0.59 0.1377
H -1.816 -0.141 -1.209 -1.03 0.51 0.27 0.1130
H 0.778 1.785 1.204 -0.06 0.08 -0.32 0.1077
H 2.159 1.018 0.653 0.10 0.32 -0.60 0.1216
H 1.530 2.519 -0.185 0.13 -0.35 -0.65 0.1046
H -0.599 -2.703 2.634 0.68 0.09 -0.24 0.0909
H -1.777 -2.093 1.430 0.39 -0.15 -0.20 0.0784
H 1.145 -1.169 1.616 0.04 0.38 -0.37 0.1177
```
Positions in Å, forces in eV/Å.

Computed properties:
Total charge = +1
Relative energy (zero: lowest compared OMol25 entry of this formula, charge and spin) = 116.7 kJ/mol
HOMO (alpha / beta) = -13.14 / -14.75 eV
LUMO level (alpha / beta) = -5.00 / -6.29 eV
2S+1 = 2

The following is a DFT calculation (wB97M-V/def2-TZVPD) of a structure of composition C33H68AuN7SbSi5 in a non-equilibrium geometry.

Geometry as XYZ:
```
115
Properties=species:S:1:pos:R:3:forces:R:3:lowdin_charge:R:1
Au 0.640 0.813 -1.328 0.39 1.37 0.77 1.0531
C 5.628 1.264 -1.667 0.03 0.05 -0.05 -0.0226
N 4.827 2.482 -1.649 0.27 0.08 0.07 -0.1306
C 5.534 3.760 -1.521 -0.14 -0.14 -0.08 -0.0275
C 3.484 2.380 -1.582 -0.30 -0.05 0.02 -0.3983
N 2.833 1.284 -1.379 -0.02 -0.16 -0.33 0.0498
N 2.808 3.573 -1.797 -0.22 -0.15 -0.02 0.1647
C 1.475 3.835 -1.547 0.15 -0.01 0.21 -0.4721
N 1.085 5.072 -1.944 -0.03 0.06 0.09 0.1861
N 0.712 3.007 -0.918 -0.02 -0.38 -0.43 0.0806
H 6.621 1.509 -2.035 0.00 0.02 0.01 0.1002
H 5.195 0.534 -2.351 -0.02 0.03 0.01 0.0765
H 5.720 0.819 -0.674 -0.01 0.02 0.01 0.1022
H 6.497 3.579 -1.055 0.07 -0.04 0.04 0.0959
H 4.993 4.451 -0.876 -0.01 -0.02 0.05 0.0936
H 5.714 4.229 -2.491 -0.01 -0.01 -0.02 0.0998
H 3.419 0.478 -1.215 0.17 0.27 -0.01 -0.0200
H 3.353 4.339 -2.143 0.04 0.08 -0.11 0.1279
H 1.624 5.565 -2.635 0.00 0.02 0.02 0.1175
H 0.091 5.237 -1.983 0.02 0.01 -0.01 0.1017
H -0.235 3.364 -0.810 0.26 0.12 -0.07 0.0421
C -3.829 -0.237 0.688 0.11 0.21 -0.14 -0.2831
Sb -1.746 -0.818 0.509 -0.66 -1.08 -0.12 1.5294
C -1.405 1.018 -0.815 -0.20 0.16 0.63 -0.4715
C -1.779 2.224 0.061 0.11 0.31 -0.21 -0.4566
C -1.624 2.426 1.440 0.04 -0.19 -0.06 -0.0506
C -2.111 3.572 2.042 0.08 -0.10 0.07 -0.0410
C -2.754 4.539 1.286 -0.11 0.10 0.01 -0.0494
C -2.891 4.290 -0.064 0.02 -0.28 -0.10 -0.1124
N -2.421 3.177 -0.637 -0.09 0.00 0.06 0.0063
Si -2.138 1.587 -2.572 0.05 -0.56 -0.13 0.4455
C -1.524 0.474 -3.973 0.08 -0.09 0.02 -0.2081
C -1.398 3.177 -3.295 0.19 0.35 0.07 -0.1899
C -4.001 1.510 -2.694 -0.21 0.09 0.00 -0.1680
C -1.147 -1.212 2.741 0.58 1.65 -0.65 -0.5158
C -0.115 -0.125 2.931 0.44 -0.06 0.27 -0.4551
C 0.181 0.459 4.175 -0.08 -0.10 -0.10 -0.0486
C 1.158 1.432 4.277 -0.04 0.04 0.05 -0.0445
C 1.875 1.804 3.147 0.00 0.05 0.03 -0.0598
C 1.562 1.181 1.956 -0.39 -0.26 -0.03 -0.1512
N 0.593 0.261 1.839 -0.03 -0.07 0.31 0.0262
Si -2.645 -1.188 3.871 0.02 -0.11 0.12 0.4228
C -2.302 -1.828 5.603 0.07 0.01 0.19 -0.1770
C -3.929 -2.375 3.183 -0.13 -0.20 0.02 -0.1873
C -3.277 0.563 4.054 -0.13 0.21 -0.02 -0.1599
Si -0.130 -2.817 2.828 0.06 0.00 -0.05 0.4337
C -1.233 -4.319 2.837 -0.10 -0.24 0.02 -0.1688
C 1.108 -2.974 1.435 0.09 -0.13 -0.24 -0.1740
C 0.911 -2.731 4.383 0.07 -0.02 0.23 -0.1584
H -4.305 -0.599 -0.229 0.03 0.04 0.10 0.0106
H -3.919 0.850 0.717 -0.04 -0.05 0.02 0.0049
H -4.333 -0.664 1.545 -0.05 0.03 -0.03 -0.0308
H -1.142 1.687 2.053 0.00 0.00 0.05 0.0678
H -1.999 3.706 3.112 0.03 -0.05 -0.05 0.1163
H -3.160 5.437 1.736 0.06 -0.06 -0.06 0.1100
H -3.403 4.991 -0.720 0.05 -0.10 0.04 0.1190
H -0.452 0.259 -3.892 -0.10 0.01 -0.07 0.0031
H -1.674 1.019 -4.914 0.00 -0.08 0.16 0.0427
H -2.054 -0.468 -4.073 -0.03 -0.17 0.04 0.0143
H -0.300 3.097 -3.343 -0.30 -0.02 -0.12 0.0169
H -1.666 4.095 -2.761 0.04 -0.16 -0.15 0.0108
H -1.753 3.272 -4.329 0.04 -0.06 0.16 0.0416
H -4.345 0.468 -2.729 0.07 0.15 0.01 0.0294
H -4.307 1.983 -3.638 0.04 -0.11 0.17 0.0424
H -4.518 2.019 -1.878 0.04 -0.06 -0.09 0.0252
H -0.359 0.137 5.057 0.04 0.05 -0.06 0.0948
H 1.360 1.905 5.232 -0.01 -0.08 -0.05 0.1154
H 2.641 2.569 3.188 -0.02 -0.07 0.00 0.1031
H 2.073 1.451 1.035 -0.03 -0.05 0.10 0.0665
H -1.818 -2.810 5.580 -0.10 0.11 0.05 0.0211
H -3.260 -1.946 6.126 0.14 0.03 -0.07 0.0452
H -1.681 -1.156 6.206 -0.09 -0.14 -0.05 0.0306
H -3.837 -3.345 3.687 -0.03 0.17 -0.07 0.0346
H -3.825 -2.555 2.110 -0.06 -0.06 0.12 0.0126
H -4.945 -2.007 3.369 0.12 -0.05 -0.05 0.0484
H -2.498 1.218 4.463 -0.11 -0.08 -0.02 0.0283
H -4.122 0.580 4.752 0.09 0.01 -0.08 0.0462
H -3.612 0.998 3.108 0.02 -0.05 0.10 0.0142
H -1.988 -4.279 2.043 0.11 -0.04 0.11 0.0324
H -1.749 -4.447 3.795 0.04 0.00 -0.17 0.0289
H -0.617 -5.213 2.671 -0.11 0.13 0.03 0.0458
H 0.675 -3.450 0.545 0.35 0.28 0.47 -0.0081
H 1.947 -3.597 1.774 -0.13 0.06 0.00 0.0563
H 1.511 -1.997 1.150 0.02 -0.17 0.17 0.0027
H 0.346 -2.441 5.273 0.11 -0.05 -0.09 0.0201
H 1.725 -2.009 4.251 -0.08 -0.11 0.03 0.0409
H 1.365 -3.712 4.577 -0.06 0.14 -0.04 0.0463
C -2.454 -2.272 -2.101 -0.15 0.21 -0.38 -0.2641
Si -0.581 -2.500 -2.303 -0.21 -0.22 0.04 0.3938
C -0.347 -4.128 -1.401 0.21 -0.34 -0.01 -0.1796
C -0.272 -2.794 -4.130 0.22 0.05 -0.18 -0.1785
C 0.716 -1.324 -1.558 -0.38 0.84 0.23 -0.4811
Si 2.467 -1.804 -2.053 0.11 -0.16 -0.09 0.4037
C 2.759 -3.613 -2.425 -0.12 -0.30 -0.09 -0.1790
C 2.986 -0.881 -3.600 0.02 0.18 -0.22 -0.1847
C 3.659 -1.527 -0.611 0.09 0.13 0.22 -0.1863
H -2.952 -2.639 -3.008 0.08 0.06 0.05 0.0482
H -2.788 -1.245 -1.947 -0.09 -0.04 -0.14 -0.0425
H -2.807 -2.873 -1.260 0.04 0.02 -0.13 0.0132
H -0.923 -4.904 -1.921 0.02 0.09 0.06 0.0556
H -0.729 -4.047 -0.376 -0.15 -0.11 -0.32 0.0116
H 0.693 -4.466 -1.350 -0.37 -0.01 0.01 0.0115
H -1.091 -3.397 -4.534 0.07 0.05 0.01 0.0424
H 0.659 -3.345 -4.309 -0.22 0.11 -0.03 0.0148
H -0.220 -1.866 -4.706 -0.04 -0.12 0.02 0.0188
H 0.652 -1.485 -0.478 0.10 -0.35 -0.17 -0.0952
H 2.066 -4.031 -3.159 0.23 0.01 0.13 0.0175
H 2.695 -4.224 -1.519 0.10 0.08 -0.12 0.0343
H 3.774 -3.714 -2.827 -0.06 0.03 0.05 0.0487
H 2.437 -1.279 -4.463 0.09 0.03 0.13 0.0377
H 4.057 -1.024 -3.798 -0.14 0.00 -0.02 0.0354
H 2.781 0.194 -3.546 0.05 -0.21 -0.11 0.0065
H 3.682 -2.437 -0.004 -0.01 0.05 -0.09 0.0383
H 3.393 -0.715 0.077 0.05 -0.22 0.04 0.0215
H 4.680 -1.358 -0.975 -0.07 -0.07 0.08 0.0335
```
Positions in Å, forces in eV/Å.

Computed properties:
Total charge = +1
Relative energy (zero: lowest compared OMol25 entry of this formula, charge and spin) = 0.0 kJ/mol
HOMO = -9.33 eV
LUMO level = -3.15 eV

The following is a DFT calculation (wB97M-V/def2-TZVPD) of an isolated molecule of C5H7FOS in a non-equilibrium geometry.

Geometry as XYZ:
```
15
Properties=species:S:1:pos:R:3:forces:R:3:lowdin_charge:R:1
O 1.878 2.432 -1.611 -0.81 -0.83 0.52 0.0439
C 1.052 1.741 -1.060 -0.43 -0.21 0.08 -0.3002
C 0.768 0.245 -1.369 1.64 0.79 -0.31 -0.4107
S 1.655 -0.805 -0.151 -0.63 0.09 0.00 0.8989
C 0.708 -0.547 1.331 1.94 -0.59 0.16 -0.4258
C -0.596 -0.530 1.480 -0.39 -0.47 -0.76 -0.1673
C -1.554 -1.031 0.485 0.24 1.44 -2.23 -0.1628
F -2.119 0.116 -0.203 -0.09 -0.56 0.38 -0.1165
H 0.365 2.126 -0.244 0.70 -0.01 -0.52 0.1316
H -0.276 0.048 -1.442 -0.70 -0.09 0.20 0.0403
H 1.235 -0.018 -2.323 0.03 0.10 0.11 0.0787
H 1.374 -0.515 2.205 -0.35 0.68 -0.34 0.0726
H -0.995 -0.091 2.347 -0.50 -0.01 1.34 0.0969
H -2.380 -1.552 0.902 -0.66 -0.43 0.52 0.1042
H -1.117 -1.619 -0.349 0.02 0.10 0.85 0.1163
```
Positions in Å, forces in eV/Å.

Computed properties:
Total charge = 0
Relative energy (zero: lowest compared OMol25 entry of this formula, charge and spin) = 106.7 kJ/mol
HOMO = -8.92 eV
LUMO level = 0.46 eV
SMILES = O=CCS/C=C\CF